{
  "formula": "C4H6O2S",
  "method": "ωB97M-V with the def2-TZVPD basis set",
  "elements": ["C", "C", "C", "C", "H", "H", "H", "H", "H", "H", "O", "O", "S"],
  "xyz": [[-0.46763, -0.20627, 1.75543], [-0.52933, -0.34468, 0.19062], [-1.50413, -0.92556, -0.54247], [0.61454, 0.39828, -0.44367], [-0.70781, -2.08606, 1.78524], [0.53434, -0.23339, 2.22950], [-0.80158, 0.72979, 2.01850], [-2.39495, -1.47832, -0.13787], [-1.71442, -0.71215, -1.62130], [1.66503, 1.84257, 0.12693], [-1.21322, -1.37880, 2.24139], [1.13020, 1.15822, 0.54324], [0.96268, 0.63572, -2.02734]],
  "atomic_forces_ev_per_a": [[0.56, -4.47, -1.35], [0.89, 0.12, -0.06], [-1.35, 0.42, 0.04], [-1.74, 1.08, -0.21], [-0.74, 0.31, 0.68], [-0.29, -0.27, -0.84], [-1.79, 1.78, 0.85], [1.28, 0.68, 0.27], [1.24, -0.34, 0.88], [0.40, 0.09, -0.12], [0.87, 0.94, -0.27], [0.55, 0.11, -0.49], [0.13, -0.45, 0.62]],
  "e_lumo_ev": -0.5639,
  "gap_ev": 8.60,
  "smiles": "C=C(CO)C(O)=S",
  "multiplicity": 1
}

***

{
  "formula": "C2H2NO3S",
  "method": "ωB97M-V with the def2-TZVPD basis set",
  "elements": ["C", "C", "N", "O", "O", "O", "S", "H", "H"],
  "xyz": [[-2.47274, 0.00974, 0.07986], [1.95634, 0.01070, -0.23771], [0.71242, -0.16724, 0.07319], [-2.76194, -0.89366, -0.53864], [-0.11531, 0.12054, -0.88119], [0.19289, -0.47170, 1.20074], [-2.30468, 1.27465, 0.98989], [2.14197, 0.22921, -1.24468], [2.65104, -0.11224, 0.55855]],
  "atomic_forces_ev_per_a": [[0.47, 1.71, 1.14], [0.93, -0.64, 1.64], [-2.51, 1.08, -0.71], [-0.51, -1.84, -1.21], [-0.48, -0.52, -0.17], [1.25, -0.33, -0.15], [-0.23, 0.34, 0.17], [0.44, 0.33, -0.90], [0.63, -0.12, 0.20]],
  "e_lumo_ev": 3.4331,
  "gap_ev": 6.68,
  "total_charge": -1,
  "multiplicity": 1
}

***

{
  "formula": "C6H12",
  "method": "ωB97M-V with the def2-TZVPD basis set",
  "elements": ["C", "C", "C", "C", "C", "C", "H", "H", "H", "H", "H", "H", "H", "H", "H", "H", "H", "H"],
  "xyz": [[-1.24457, -1.84361, 1.24227], [-0.71309, -1.29808, -0.08109], [-0.09740, 0.08089, 0.00072], [-0.55173, 1.05337, 0.88898], [0.91616, 0.36804, -1.04137], [1.51401, 1.78139, -1.05775], [-0.45751, -2.25075, 1.87819], [-1.95623, -2.65755, 1.11728], [-1.76169, -1.10544, 1.85571], [0.06336, -1.92192, -0.50978], [-1.53333, -1.10427, -0.78720], [-1.36656, 0.88003, 1.58247], [-0.01573, 1.97436, 1.09032], [0.48419, 0.01818, -1.99079], [1.74792, -0.35115, -0.96882], [2.22238, 1.91436, -0.24459], [0.71902, 2.52134, -0.97391], [2.03080, 1.94082, -2.00064]],
  "atomic_forces_ev_per_a": [[-0.20, -0.35, 0.49], [0.45, 1.27, 1.26], [0.19, -1.32, -1.45], [0.05, 0.51, 1.36], [0.52, 0.47, 0.48], [-0.56, -0.35, -0.34], [0.20, 0.11, -0.20], [0.03, 0.03, -0.33], [-0.06, 0.08, -0.19], [-0.34, -0.38, -0.39], [-0.04, -0.33, -0.23], [-0.19, -0.13, -0.34], [0.10, -0.03, -0.40], [-0.18, 0.33, -0.07], [-0.21, -0.19, 0.37], [0.03, 0.03, 0.05], [0.14, 0.18, -0.11], [0.05, 0.08, 0.05]],
  "e_lumo_ev": [-4.6266, -8.4488],
  "gap_ev": [11.63, 8.05],
  "total_charge": 1,
  "multiplicity": 2,
  "s2": 0.7525
}

***

{
  "formula": "C6H12",
  "method": "ωB97M-V with the def2-TZVPD basis set",
  "elements": ["C", "C", "C", "C", "C", "C", "H", "H", "H", "H", "H", "H", "H", "H", "H", "H", "H", "H"],
  "xyz": [[-2.23587, -0.38492, -0.17388], [-0.96104, -0.72233, 0.61026], [-0.06704, 0.45833, 0.77547], [1.36566, 0.45109, 1.17101], [0.95298, 0.84253, -0.25338], [1.53009, -0.04443, -1.37157], [-2.82969, 0.39629, 0.31994], [-2.03031, -0.04299, -1.19779], [-2.86618, -1.27551, -0.24324], [-0.39248, -1.49244, 0.07481], [-1.21829, -1.10330, 1.60167], [-0.56126, 1.36482, 1.11864], [1.78130, -0.55642, 1.22092], [1.77192, 1.13031, 1.92210], [0.71658, 1.85441, -0.54206], [2.62181, 0.04092, -1.54832], [1.05544, 0.18950, -2.32868], [1.36635, -1.10585, -1.15591]],
  "atomic_forces_ev_per_a": [[-0.08, -0.11, 0.03], [-0.03, -0.17, 0.06], [-0.40, 0.32, -0.21], [0.09, 0.00, -0.13], [0.92, -0.39, -0.19], [-0.39, 0.01, 0.05], [0.21, -0.14, -0.03], [0.11, -0.08, 0.27], [-0.02, 0.10, -0.06], [-0.21, -0.11, 0.21], [-0.11, -0.23, -0.08], [-0.29, -0.18, 0.01], [0.19, 0.29, -0.10], [-0.27, -0.06, -0.31], [1.01, 0.42, 0.03], [-0.55, 0.36, 0.46], [-0.07, -0.14, 0.05], [-0.10, 0.11, -0.06]],
  "e_lumo_ev": 1.2231,
  "gap_ev": 10.86,
  "smiles": "CC[C@H]1C[C@H]1C",
  "multiplicity": 1
}

***

{
  "formula": "C5H15N2",
  "method": "ωB97M-V with the def2-TZVPD basis set",
  "elements": ["C", "C", "N", "H", "H", "H", "H", "H", "H", "C", "N", "C", "C", "H", "H", "H", "H", "H", "H", "H", "H", "H"],
  "xyz": [[2.67480, 0.73399, -0.11710], [2.67622, 0.16202, -1.30684], [2.52976, -0.11424, 1.09553], [2.73453, 1.79579, 0.06248], [2.99360, 0.73231, -2.16822], [2.40532, -0.87848, -1.44763], [1.59381, -0.55048, 1.09810], [3.21487, -0.86938, 1.11562], [2.59416, 0.43579, 1.95083], [-0.93600, -1.11261, -0.11931], [-2.18629, -0.37875, -0.20738], [-2.71433, -0.13130, 1.14429], [-1.97805, 0.89041, -0.88087], [-1.10070, -2.03925, 0.42107], [-0.13964, -0.49907, 0.36128], [-0.63389, -1.33245, -1.14499], [-3.78676, 0.04250, 1.08052], [-2.51203, -0.96385, 1.81300], [-2.25554, 0.77392, 1.57270], [-2.92184, 1.42974, -0.95550], [-1.62321, 0.69547, -1.89421], [-1.27391, 1.54609, -0.34040]],
  "atomic_forces_ev_per_a": [[0.14, -0.21, -0.55], [0.13, 0.10, 0.37], [-0.92, 0.03, -0.12], [0.37, -0.05, 0.20], [-0.49, 0.11, -0.10], [0.36, -0.08, -0.01], [0.03, 0.02, 0.04], [0.17, 0.10, 0.06], [0.18, -0.01, 0.09], [-0.72, 0.24, -0.74], [0.54, 0.05, 1.06], [-0.04, 0.32, -0.46], [-0.34, -0.20, -0.33], [0.18, -0.07, 0.08], [0.05, -0.03, 0.14], [0.31, -0.13, 0.11], [-0.04, -0.03, 0.12], [-0.13, -0.14, -0.08], [0.04, -0.07, 0.12], [-0.02, -0.03, -0.01], [0.08, 0.17, 0.03], [0.13, -0.07, -0.03]],
  "e_lumo_ev": -3.7970,
  "gap_ev": 7.98,
  "total_charge": 1,
  "multiplicity": 1
}

***

Record-wise relative energy (zero: lowest compared OMol25 entry of this formula, charge and spin) values, in kcal per mole: 41.4 76.5 14.4 31.4 59.7